Entry 1:
{"formula": "C5H9BrClN3", "method": "wB97M-V/def2-TZVPD", "species": ["C", "C", "C", "C", "C", "N", "N", "N", "Cl", "Br", "H", "H", "H", "H", "H", "H", "H", "H", "H"], "xyz": [[-2.01425, -1.70158, 0.95408], [1.44035, 1.22459, -0.82807], [0.79762, 1.82137, 0.33212], [-0.94649, -1.69588, -0.08497], [1.33556, -1.04262, -0.54792], [-3.12465, -1.18361, 0.69786], [1.98328, 1.68633, -1.81738], [0.29314, -1.27475, 0.37066], [-0.93759, -3.51486, -0.63732], [3.07169, -1.57378, 0.07031], [-1.73892, -2.21181, 1.88777], [1.56868, 2.04391, 1.07171], [0.29493, 2.75001, 0.06490], [0.08529, 1.12407, 0.77667], [-1.25523, -1.15871, -0.98062], [1.15373, -1.40741, -1.55287], [-3.83245, -1.25371, 1.42620], [2.41918, 1.11226, -2.52548], [0.58693, -1.65227, 1.26630]], "forces_ev_per_a": [[0.1, -0.1, 0.5], [0.1, -3.8, 0.0], [-0.3, 0.2, 0.5], [-0.1, -0.5, -0.6], [0.2, 3.3, -0.4], [-0.5, 0.4, -0.4], [0.2, 1.0, -0.4], [0.4, -0.3, 0.6], [0.1, 0.2, -0.1], [-0.2, -0.1, 0.0], [-0.1, 0.1, 0.0], [0.0, 0.0, 0.1], [0.0, 0.0, 0.0], [0.0, 0.0, 0.0], [0.0, -0.1, 0.1], [0.0, -0.1, 0.0], [0.3, -0.1, 0.2], [-0.1, -0.4, 0.1], [-0.1, 0.1, -0.2]], "de_lowest_kcal_mol": 26.7, "e_homo_ev": -7.67}

---

Entry 2:
{"formula": "C5H9BrIN2P", "method": "wB97M-V/def2-TZVPD", "species": ["P", "N", "C", "C", "N", "C", "Br", "C", "C", "I", "H", "H", "H", "H", "H", "H", "H", "H", "H"], "xyz": [[1.95156, 1.07366, 2.78945], [0.96690, 1.11840, 1.31563], [0.29781, 0.04197, 0.60301], [-1.22589, 0.11131, 0.79154], [-2.17119, -0.06361, 0.00181], [-1.82273, -0.34681, -1.40732], [-3.11672, -1.71553, -2.03795], [-0.38868, -0.90741, -1.61620], [0.59092, 0.08005, -0.97878], [2.65983, -0.32032, -1.57633], [1.68217, -0.25653, 3.03158], [3.14111, 1.08403, 2.25329], [0.31982, 1.83940, 1.29166], [0.56579, -1.02330, 1.01686], [-1.60565, 0.49925, 1.73434], [-1.93105, 0.50721, -1.98131], [-0.23842, -0.97631, -2.62024], [-0.12741, -1.82115, -1.21867], [0.45182, 1.07568, -1.39235]], "forces_ev_per_a": [[-4.0, 1.1, 0.0], [0.8, -1.5, 0.4], [1.1, -1.8, -0.9], [0.6, 0.9, 1.0], [-0.5, -0.1, -2.6], [0.8, -3.3, 2.3], [0.3, 0.5, 0.0], [-0.6, 2.9, 1.5], [-0.4, -0.3, 1.1], [-0.7, 0.0, 0.5], [0.6, -0.9, 0.2], [2.7, -0.7, -1.2], [-0.9, 2.1, 0.4], [0.0, 1.9, -0.7], [0.6, -0.3, 0.7], [-0.6, 1.6, -1.1], [0.5, -0.1, -3.0], [-0.4, -2.4, 1.1], [-0.1, 0.2, 0.4]], "smiles": "PN[C@H]1C=N[C@H](Br)C[C@@H]1I", "e_homo_ev": -9.18}

---

Entry 3:
{"formula": "C5H9BrN", "method": "wB97M-V/def2-TZVPD", "species": ["C", "C", "C", "C", "C", "N", "Br", "H", "H", "H", "H", "H", "H", "H", "H", "H"], "xyz": [[0.45736, 1.57049, 0.57349], [-0.64659, 1.32454, 1.23301], [1.18114, 0.41981, -0.05611], [-0.77365, -0.73398, 0.87240], [-0.29851, -0.89283, -1.50423], [0.26774, -0.78125, -0.14364], [-1.91086, 2.14756, 2.24125], [0.90028, 2.55094, 0.47886], [1.54130, 0.67336, -1.05651], [2.04879, 0.18248, 0.56371], [-0.52608, -1.18650, 1.81749], [-1.77399, -0.89530, 0.51375], [-0.79305, 0.03798, -1.77639], [0.49079, -1.09724, -2.22574], [-1.01733, -1.71165, -1.54961], [0.85267, -1.60844, 0.01825]], "forces_ev_per_a": [[-0.2, 0.1, 0.0], [-0.2, -4.5, -0.9], [0.6, 0.7, 0.1], [-0.4, 4.5, 1.5], [-0.4, -0.2, -0.9], [0.4, -0.3, 0.0], [0.0, 0.2, 0.0], [0.1, 0.1, 0.0], [-0.1, -0.2, 0.1], [0.0, -0.3, -0.1], [0.2, -0.2, 0.0], [-0.1, -0.3, -0.2], [0.0, 0.0, 0.2], [0.1, 0.1, 0.1], [0.1, 0.1, 0.2], [-0.1, 0.2, 0.0]], "de_lowest_kcal_mol": 26.2, "charge": 1, "e_homo_ev": -13.59}

---

Entry 4:
{"formula": "C5H9BrO2S", "method": "wB97M-V/def2-TZVPD", "species": ["C", "C", "C", "C", "C", "O", "O", "S", "Br", "H", "H", "H", "H", "H", "H", "H", "H", "H"], "xyz": [[0.07811, 0.16498, -1.26610], [0.91330, 1.44570, -1.28715], [0.85336, 1.22634, 1.44175], [-0.75138, 0.17126, 0.03417], [-0.90486, -1.08744, 0.84361], [2.56631, -0.14169, -0.05705], [2.98907, 2.27660, 0.31147], [2.09759, 1.20203, 0.13928], [-2.29996, 1.27136, 0.03232], [-0.66668, 0.23730, -2.11037], [0.72194, -0.58398, -1.43197], [1.46918, 1.27539, -2.20448], [0.44286, 2.39032, -1.21919], [0.49856, 2.28086, 1.39031], [0.79418, 0.45338, 2.27028], [-1.31704, -0.89180, 1.80784], [0.05990, -1.42948, 1.17876], [-1.38859, -1.85077, 0.27896]], "forces_ev_per_a": [[-4.4, 4.5, 0.6], [1.6, -2.0, 0.2], [-1.8, -1.2, -2.7], [2.9, 0.3, 1.8], [0.9, 0.8, 0.0], [0.6, -0.4, 0.2], [1.3, 1.7, -0.1], [-3.2, -1.8, 0.1], [0.2, 0.0, -0.2], [0.7, -0.2, 0.6], [1.9, -3.2, 0.0], [0.6, 1.0, -0.1], [-0.7, 0.8, 0.0], [0.0, -1.0, 1.1], [0.4, 1.6, -1.0], [-1.3, 0.2, 0.4], [0.8, -0.4, -0.7], [-0.6, -0.7, -0.2]], "de_lowest_kcal_mol": 57.3, "e_homo_ev": [-8.93, -8.93]}

---

Entry 5:
{"formula": "C5H9BrO3S", "method": "wB97M-V/def2-TZVPD", "species": ["C", "C", "C", "C", "C", "O", "O", "O", "S", "Br", "H", "H", "H", "H", "H", "H", "H", "H", "H"], "xyz": [[-0.07964, 0.48014, 0.75855], [0.28945, -1.99333, 0.81984], [-0.67030, -0.98341, -1.28560], [-1.15732, 2.65394, 0.54118], [0.15955, -0.78084, -0.05093], [-0.01041, 0.51589, 1.97849], [1.94554, 0.15668, -2.26659], [-0.58297, 1.48275, -0.05798], [2.05432, -0.75293, -1.13366], [3.23247, 0.37088, 0.34548], [1.40623, -2.38413, 0.54791], [0.15889, -1.80418, 1.88006], [-0.23955, -2.84834, 0.47010], [-1.60920, -0.41518, -1.02030], [-0.23812, -0.47667, -2.25356], [-0.93646, -1.94934, -1.42422], [-2.18548, 2.67686, 0.37291], [-0.61239, 3.54463, 0.18421], [-0.92463, 2.50658, 1.59411]], "forces_ev_per_a": [[-1.1, 0.7, 0.4], [3.7, -0.7, -0.8], [-0.7, 5.2, -0.4], [2.9, -0.4, 1.2], [1.8, -0.1, -1.1], [0.1, 0.4, -2.0], [-0.1, -0.4, -0.2], [0.7, -1.2, 0.2], [-1.5, 0.7, 1.0], [0.4, 0.1, 0.6], [-2.1, 0.6, 1.5], [0.2, -0.1, -0.1], [-1.0, -0.4, -0.2], [0.6, -0.6, -0.9], [-0.9, -1.0, 1.9], [-0.5, -3.1, -0.6], [-1.6, 0.1, -0.5], [-0.5, -0.4, -0.1], [-0.4, 0.6, 0.3]], "de_lowest_kcal_mol": 15.0, "e_homo_ev": -9.26}

---

Entry 6:
{"formula": "C5H9BrOS", "method": "wB97M-V/def2-TZVPD", "species": ["C", "C", "C", "C", "C", "O", "S", "Br", "H", "H", "H", "H", "H", "H", "H", "H", "H"], "xyz": [[-0.16916, 3.18444, 0.11987], [0.09259, 1.94506, 0.38122], [-1.02288, -1.50458, -1.45956], [1.47976, -1.51692, 1.14066], [-0.70652, -0.31698, -0.60032], [0.09986, -1.36392, 1.15353], [0.51888, 0.79361, -0.84719], [-2.17418, 0.32059, 0.36510], [-0.48685, 3.90441, 0.81382], [-0.03792, 3.25678, -0.94795], [0.06430, 1.53829, 1.33728], [-0.04937, -1.95604, -1.91808], [-1.72114, -1.26150, -2.16406], [-1.41794, -2.29537, -0.78118], [1.84921, -0.52624, 1.11992], [1.93538, -1.97712, 0.23219], [1.74596, -2.22450, 2.05476]], "forces_ev_per_a": [[0.5, -0.4, -2.2], [0.6, -0.7, 0.8], [3.8, -1.9, 2.0], [-0.8, -1.7, 0.6], [0.1, -2.0, 2.6], [-1.3, 0.1, -1.8], [1.1, 0.4, -1.4], [-1.0, -0.5, 0.0], [-0.2, 0.9, 0.6], [-0.5, 1.7, -0.3], [0.0, -0.8, 1.7], [-1.7, 1.0, 0.6], [-1.7, 0.6, -2.1], [0.2, 0.7, -0.5], [1.5, 1.1, 0.9], [-0.5, -0.3, 0.2], [-0.1, 1.8, -1.6]], "de_lowest_kcal_mol": 79.8, "e_homo_ev": [-8.34, -8.34]}

---

Entry 7:
{"formula": "C5H9Cl2", "method": "wB97M-V/def2-TZVPD", "species": ["Cl", "H", "C", "C", "C", "C", "C", "Cl", "H", "H", "H", "H", "H", "H", "H", "H"], "xyz": [[-1.78919, -5.39080, -1.78764], [-1.73362, 1.14318, -0.99786], [-0.91074, 0.76958, -0.43182], [0.34530, 0.02450, -0.83620], [0.82667, -0.32962, 0.58242], [1.00731, 1.15950, 0.97429], [-0.33142, 1.83229, 0.53952], [2.43971, 1.67415, 0.01718], [-1.33935, -0.06714, 0.12392], [-0.74013, -4.77182, -1.74212], [0.47204, -0.57567, -1.73186], [-0.07432, -0.75803, 1.07587], [1.65213, -1.00675, 0.80931], [1.33102, 1.40221, 1.98245], [-0.21483, 2.79436, -0.00554], [-0.94058, 2.10007, 1.42807]], "forces_ev_per_a": [[-2.0, -1.1, -0.1], [0.1, 0.3, -1.4], [0.5, -0.2, 1.0], [-0.9, -1.2, 0.0], [-0.4, 0.6, -0.4], [0.1, -0.1, 0.6], [0.2, 0.3, 0.0], [0.2, 0.6, -0.2], [-0.9, 0.5, 0.4], [2.0, 1.2, 0.1], [0.0, 0.1, 0.2], [0.7, 0.2, 0.2], [0.2, 0.5, -0.5], [-0.4, -0.3, 0.2], [0.4, -0.7, 0.3], [0.2, -0.5, -0.4]], "spin_multiplicity": 2, "de_lowest_kcal_mol": 30.9, "s_squared": 0.75, "e_homo_ev": [-7.96, -10.50]}

---

Entry 8:
{"formula": "C5H9Cl2F", "method": "wB97M-V/def2-TZVPD", "species": ["F", "C", "Cl", "Cl", "H", "C", "C", "C", "C", "H", "H", "H", "H", "H", "H", "H", "H"], "xyz": [[-3.30696, 0.02409, 1.54729], [-2.50893, 0.09090, 0.48984], [-2.76128, 1.66815, -0.12004], [-3.29374, -1.24018, -0.49381], [-1.52405, -0.24011, 0.14423], [0.19605, -1.19556, -0.52856], [0.97097, -0.21467, -0.20771], [1.77928, -0.19480, 1.09421], [1.32595, 0.96572, -1.12712], [-0.40461, -1.00859, -1.33029], [-0.36781, -1.93692, 0.06146], [2.77037, -0.46915, 0.96810], [1.19177, -0.70400, 1.86926], [1.79808, 0.83465, 1.40416], [1.41168, 0.57778, -2.11148], [0.48038, 1.65584, -1.05424], [2.24282, 1.38686, -0.60531]], "forces_ev_per_a": [[1.5, -0.2, 2.4], [-2.3, -1.1, -2.9], [0.2, 1.3, -0.9], [-0.3, -0.2, -1.0], [0.7, 0.4, 2.6], [-2.3, -1.4, 1.1], [3.3, 1.2, 1.5], [-3.4, 0.9, -0.1], [0.0, -0.6, 2.6], [-1.2, 0.1, -3.1], [1.5, 0.0, 0.4], [1.8, -1.0, -0.2], [0.7, -0.4, -0.1], [0.1, 0.7, 0.3], [0.5, 0.2, -1.0], [0.3, 0.3, -0.2], [-1.0, 0.0, -1.6]], "de_lowest_kcal_mol": 71.4, "smiles": "FC(Cl)Cl.C=C(C)C", "e_homo_ev": -9.90}

---

Entry 9:
{"formula": "C5H9ClN", "method": "wB97M-V/def2-TZVPD", "species": ["C", "N", "C", "C", "C", "Cl", "C", "H", "H", "H", "H", "H", "H", "H", "H", "H"], "xyz": [[1.65342, 0.73877, 0.34261], [0.53949, 0.13033, -0.36316], [0.24519, -1.32470, -0.04930], [-1.26832, -1.32496, 0.00323], [-1.79503, -0.09877, -0.00358], [-3.45944, 0.30235, 0.12349], [-0.69352, 0.95610, -0.23439], [1.27278, 0.69513, 1.51002], [2.54473, 0.10104, 0.24862], [1.89769, 1.75438, -0.04369], [0.89611, 0.23698, -1.39578], [0.83118, -1.34985, 0.88062], [0.60753, -1.93226, -0.93668], [-1.72400, -2.25501, 0.26176], [-0.80540, 1.64089, -1.00634], [-0.74240, 1.72959, 0.66258]], "forces_ev_per_a": [[0.3, -0.1, 3.9], [0.8, 1.8, -4.2], [0.1, 1.0, -1.3], [0.8, 0.4, 1.3], [0.8, -0.2, -1.0], [0.7, 0.1, 0.0], [-1.9, 0.3, 3.5], [1.5, 0.6, -2.8], [-0.3, 0.2, 0.0], [-0.5, -0.7, 0.5], [-1.4, -0.6, 2.0], [-0.6, -1.6, -0.1], [0.0, 0.4, 1.5], [-0.7, -0.3, -0.2], [-0.4, 0.6, -2.1], [0.8, -1.9, -1.2]], "de_lowest_kcal_mol": 21.5, "smiles": "C[N@H+]1CC=C(Cl)C1", "charge": 1, "e_homo_ev": -13.82}

---

Entry 10:
{"formula": "C5H9ClN2", "method": "wB97M-V/def2-TZVPD", "species": ["C", "C", "C", "C", "C", "N", "N", "Cl", "H", "H", "H", "H", "H", "H", "H", "H", "H"], "xyz": [[2.39150, 0.90432, -0.16159], [1.43093, -0.70720, -0.10998], [1.39258, 1.99511, -0.12021], [-1.67231, -1.45089, 0.73618], [-0.66290, -1.73165, -0.47627], [3.65038, 0.74077, -0.17306], [0.22764, -0.64679, -0.49981], [2.19616, -2.02560, 0.54471], [1.86847, 2.84040, 0.26831], [0.78579, 2.14404, -1.03884], [0.66366, 1.60696, 0.54372], [-1.26102, -1.32579, 1.73799], [-2.15678, -0.49204, 0.67705], [-2.30507, -2.37905, 0.88859], [-1.22798, -1.67212, -1.43436], [-0.16944, -2.68105, -0.18241], [4.33264, 1.45152, 0.00217]], "forces_ev_per_a": [[-2.9, -4.4, -0.1], [-0.9, 4.2, -0.8], [-0.6, -1.4, -1.3], [0.1, -1.7, -0.1], [-1.9, 0.1, 2.1], [0.4, 1.0, -1.1], [3.2, 1.3, 0.3], [1.2, -1.2, 0.5], [0.4, 1.6, 0.4], [0.8, 0.3, 0.1], [-0.9, 0.1, 1.0], [1.2, -0.4, -0.2], [-0.9, 0.0, -0.8], [0.0, 1.4, -0.6], [0.3, -0.8, 0.7], [-0.3, 0.2, -1.0], [0.8, -0.3, 0.8]], "spin_multiplicity": 3, "de_lowest_kcal_mol": 21.3, "s_squared": 2.01, "e_homo_ev": [-5.22, -9.77]}

---

Entry 11:
{"formula": "C5H9ClO", "method": "wB97M-V/def2-TZVPD", "species": ["C", "C", "O", "C", "C", "C", "Cl", "H", "H", "H", "H", "H", "H", "H", "H", "H"], "xyz": [[-0.44327, -1.12994, -1.48692], [0.35034, 0.17064, -1.75169], [0.57639, 0.40174, -2.94804], [0.68241, 0.95206, -0.14195], [-0.68719, 1.20840, 0.57560], [1.56108, -0.02653, 0.64300], [1.32908, 2.51300, -0.48088], [-1.44373, -0.82105, -1.35921], [-0.03903, -1.73964, -0.66232], [-0.44420, -1.74761, -2.33680], [-0.45613, 1.93221, 1.39993], [-1.03658, 0.32719, 1.19342], [-1.31807, 1.77531, -0.07772], [1.93605, 0.28323, 1.64751], [2.51965, -0.21531, 0.13731], [0.87050, -0.94274, 0.85561]], "forces_ev_per_a": [[1.6, 0.6, 0.9], [-0.2, -1.3, -0.9], [0.2, 1.0, 4.1], [-1.6, -1.5, -1.8], [1.9, -0.2, 1.9], [-0.4, -0.8, 0.8], [1.1, 1.0, -0.2], [-1.3, 0.2, 0.7], [-0.5, 0.5, -0.1], [0.2, -0.6, -1.4], [0.0, -0.4, -0.6], [-0.2, 0.7, -1.5], [-1.0, -0.4, -0.3], [-0.9, 0.5, -0.6], [-0.6, -0.5, -0.3], [1.8, 1.3, -0.6]], "de_lowest_kcal_mol": 43.8, "smiles": "CC(=O)C(C)(C)Cl", "e_homo_ev": -9.29}

---

Entry 12:
{"formula": "C5H9ClO", "method": "wB97M-V/def2-TZVPD", "species": ["C", "C", "Cl", "C", "C", "C", "O", "H", "H", "H", "H", "H", "H", "H", "H", "H"], "xyz": [[-0.59656, -1.01498, 1.49317], [-0.47298, -0.37858, 0.33034], [-1.87830, 0.10456, -0.54411], [0.77868, -0.32987, -0.47779], [1.65463, -1.52118, -0.57438], [1.48921, 0.92053, 0.05262], [0.69427, 2.01251, 0.43171], [0.26402, -1.63486, 1.84861], [-1.47535, -0.93112, 2.15966], [0.37724, -0.15830, -1.49640], [2.08170, -1.79358, 0.38039], [2.54446, -1.21216, -1.17838], [1.13144, -2.33715, -0.98286], [2.22480, 1.37028, -0.66623], [1.99205, 0.57392, 1.03804], [0.11863, 2.18978, -0.25041]], "forces_ev_per_a": [[0.4, -0.1, 0.7], [-0.4, -2.5, 0.8], [-0.6, 0.8, 0.1], [-1.4, 1.9, -1.1], [1.9, 1.0, 0.5], [2.2, 0.0, 0.9], [1.2, -0.7, 2.4], [-0.7, 1.0, -0.1], [0.5, -0.3, -0.8], [0.6, 0.2, 0.2], [0.0, -0.2, 0.5], [-0.7, -0.6, 0.1], [-0.4, -1.1, -0.7], [-0.1, -1.1, 0.5], [-0.4, 0.7, -1.6], [-2.2, 0.9, -2.4]], "de_lowest_kcal_mol": 40.6, "smiles": "C=C(Cl)[C@H](C)CO", "e_homo_ev": -9.40}

---

The records above give, respectively, maximum force values of 3.8 4.2 4.7 6.3 5.2 4.6 2.3 3.9 4.7 5.3 4.2 3.3 eV Å⁻¹.